Formula: C3H4ClN3O
Source: the OMol25 dataset
Level of theory: the ωB97M-V functional and the def2-TZVPD basis

```
12
Properties=species:S:1:pos:R:3
C 0.42 0.77 -0.12
C -0.11 -0.52 -0.28
C -1.34 -1.11 0.23
H -0.86 1.99 -0.79
H 2.50 1.49 0.16
H -1.55 -2.12 -0.31
H -1.38 -1.31 1.34
N 1.88 0.62 0.08
N 2.15 -0.65 -0.14
N 0.95 -1.38 -0.14
O -0.02 2.03 0.09
Cl -2.65 0.19 -0.11
```

Values from the calculation:
Highest occupied orbital energy ... -8.811 eV
Total charge ... 0
HOMO-LUMO gap ... 8.94 eV
E_LUMO ... 0.1 eV
ΔE to the lowest compared entry with this formula, charge and spin ... 97.87 kcal per mole